# 1
The following is a DFT calculation (ωB97M-V/def2-TZVPD) of one molecule with the formula C17H30N2O3.

The geometry in XYZ format:
```
52
Properties=species:S:1:pos:R:3:lowdin_charge:R:1
C 4.17 3.92 -2.07 -0.12
C 3.14 2.81 -2.25 -0.28
C 2.10 2.83 -1.12 -0.22
C 0.99 1.80 -1.29 -0.19
C 1.48 0.34 -1.21 -0.14
H 2.45 0.32 -0.71 0.12
H 0.79 -0.25 -0.59 0.09
C 1.64 -0.35 -2.57 -0.38
C 0.27 -0.68 -3.22 -0.11
H -0.49 -0.02 -2.80 0.11
H 0.32 -0.49 -4.29 0.12
C -0.16 -2.15 -3.04 -0.10
C -0.36 -2.49 -1.58 -0.47
O 0.53 -2.84 -0.83 0.07
N -1.65 -2.39 -1.15 0.07
N -1.96 -2.57 0.20 0.05
C -1.74 -1.53 1.09 -0.24
C -1.67 -0.24 0.70 0.02
C -1.47 0.85 1.63 -0.41
O -1.40 2.01 1.27 0.06
C -1.30 0.45 3.09 -0.06
H -0.23 0.28 3.24 0.14
C -2.08 -0.81 3.47 -0.55
C -1.75 -1.20 4.91 -0.05
H -0.69 -1.39 5.03 0.08
H -2.04 -0.41 5.59 0.09
H -2.29 -2.11 5.19 0.09
C -3.59 -0.55 3.35 -0.03
H -3.85 -0.28 2.33 0.09
H -4.15 -1.44 3.62 0.09
H -3.88 0.26 4.01 0.09
C -1.66 -1.94 2.52 -0.08
H -0.62 -2.22 2.73 0.14
H -2.28 -2.82 2.69 0.13
H -1.59 1.30 3.71 0.13
H -1.74 0.04 -0.34 0.11
H -1.69 -3.48 0.53 0.15
H -2.38 -2.02 -1.73 0.16
H -1.08 -2.32 -3.59 0.12
H 0.63 -2.79 -3.44 0.13
O 2.47 -1.48 -2.47 -0.04
H 2.11 -2.06 -1.79 0.07
H 2.17 0.33 -3.24 0.13
H 0.50 1.96 -2.25 0.11
H 0.25 1.98 -0.51 0.08
H 2.61 2.66 -0.17 0.12
H 1.65 3.82 -1.08 0.11
H 2.63 2.95 -3.21 0.11
H 3.65 1.85 -2.27 0.10
H 3.69 4.90 -2.07 0.07
H 4.70 3.80 -1.13 0.07
H 4.90 3.90 -2.88 0.07
```

Properties
Structure (SMILES) ... CCCCC[C@@H](O)CCC(=O)NNC1=CC(=O)CC(C)(C)C1
HOMO level ... -9.021 eV
Relative energy (zero: lowest compared OMol25 entry of this formula, charge and spin) ... 0.054 eV
Frontier orbital gap ... 9.60 eV

---

# 2
The following is a DFT calculation (ωB97M-V/def2-TZVPD) of C22H16FeIPSe2Te2 as an isolated structure at a distorted geometry.

The geometry in XYZ format:
```
45
Properties=species:S:1:pos:R:3:mulliken_spin:R:1
Fe 1.29 2.58 -0.29 3.42
I -0.36 3.14 -2.08 0.08
C -1.77 1.50 -2.39 -0.01
C -2.69 1.84 -3.36 0.00
C -3.70 0.97 -3.75 0.00
C -3.79 -0.25 -3.16 0.00
C -2.87 -0.63 -2.16 0.00
C -3.03 -1.91 -1.59 0.00
C -2.18 -2.36 -0.62 0.00
C -1.15 -1.53 -0.20 0.00
C -0.94 -0.26 -0.72 -0.03
P 0.52 0.54 0.10 0.03
C 1.79 -0.73 -0.15 0.03
C 1.82 -1.61 -1.22 -0.01
C 2.90 -2.45 -1.40 0.00
C 3.96 -2.42 -0.51 0.01
C 3.95 -1.53 0.56 0.00
C 2.87 -0.68 0.73 0.01
C -0.01 0.33 1.84 -0.06
C -0.79 1.37 2.33 0.03
C -1.18 1.39 3.66 0.01
C -0.81 0.34 4.49 0.00
C -0.06 -0.71 4.00 0.00
C 0.35 -0.72 2.68 0.00
C -1.81 0.24 -1.73 0.00
H -2.61 2.81 -3.82 0.00
H -4.39 1.28 -4.52 0.00
H -4.56 -0.95 -3.44 0.00
H -3.85 -2.53 -1.95 0.00
H -2.30 -3.34 -0.18 0.00
H -0.47 -1.89 0.56 0.00
H 0.99 -1.64 -1.92 0.00
H 2.93 -3.12 -2.25 0.00
H 4.81 -3.06 -0.66 0.00
H 4.78 -1.49 1.24 0.00
H 2.86 0.04 1.54 -0.01
H -1.08 2.18 1.67 0.02
H -1.74 2.22 4.04 0.00
H -1.10 0.36 5.53 0.00
H 0.22 -1.52 4.65 0.00
H 0.96 -1.54 2.31 0.00
Se 1.02 3.97 1.48 0.16
Te 3.14 5.18 1.90 0.07
Te 4.77 4.14 -0.04 0.08
Se 3.35 2.46 -1.18 0.18
```

Properties
⟨S²⟩ ... 6.043
HOMO level (spin up / spin down) ... -6.259 / -6.461 eV
Relative energy (zero: lowest compared OMol25 entry of this formula, charge and spin) ... 0.780 eV
Spin multiplicity ... 5
Frontier orbital gap (spin up / spin down) ... 5.80 / 5.72 eV

---

What is the formula in the first record? C17H30N2O3